No. 1
Density functional theory data (ωB97M-V/def2-TZVPD) for a structure of composition C42H62BBrIN9O8Sb.

## Properties
- E_LUMO (Ha) = 0.05937
- HOMO level (eV) = -5.9655
- energy relative to the best compared isomer or geometry (same formula, charge and spin) (kJ/mol) = 41.1
- charge = -1

Each line ends with the Löwdin charge.
Geometry (Å):
C: 1.88 1.60 1.25  -0.0702
C: 2.15 0.11 1.02  -0.4066
C: 2.49 -0.62 2.32  -0.0539
C: 1.07 -0.58 0.21  -0.3482
C: 1.05 -0.19 -1.27  -0.0512
C: -0.32 -0.46 0.84  -0.3390
O: -1.16 -1.37 0.14  -0.3719
Sb: -2.67 -2.19 1.17  0.9634
Br: -3.06 -0.08 2.61  0.2116
I: -4.64 -3.63 2.54  0.3402
C: -4.06 -1.53 -0.36  -0.3133
C: -5.34 -0.86 0.13  -0.2930
C: -5.31 0.69 0.09  -0.1336
C: -6.65 1.17 -0.42  -0.5850
O: -7.61 0.94 0.19  0.1284
O: -6.73 1.84 -1.57  0.1320
O: -1.28 -2.92 2.55  -0.3953
N: -1.60 -2.53 3.84  -0.2034
O: -0.64 -2.37 4.49  0.0127
O: -2.30 -3.88 0.09  -0.1610
B: -1.47 -4.78 0.68  -1.0806
O: -1.94 -5.78 1.54  0.0856
O: -0.13 -4.76 0.38  0.1594
H: 1.52 2.01 0.31  0.0600
H: 1.18 1.76 2.07  0.0801
H: 2.83 2.07 1.48  0.0705
H: 3.06 0.06 0.42  0.1253
H: 1.59 -0.79 2.91  0.0680
H: 3.18 0.01 2.88  0.0702
H: 3.01 -1.55 2.12  0.0785
H: 1.29 -1.65 0.24  0.1373
H: 2.07 -0.03 -1.60  0.0760
H: 0.44 0.69 -1.46  0.0740
H: 0.70 -1.05 -1.82  0.0638
H: -0.69 0.55 0.64  0.1022
H: -0.21 -0.69 1.89  0.0674
H: -3.51 -0.79 -0.94  0.0525
H: -4.23 -2.35 -1.05  0.0638
H: -5.65 -1.16 1.12  0.0395
H: -6.14 -1.18 -0.54  0.1089
H: -5.26 1.04 1.10  0.0742
H: -4.47 1.08 -0.49  0.1092
H: -5.83 1.95 -1.92  0.1153
H: -1.63 -5.56 2.43  0.1005
H: -0.01 -3.94 -0.13  0.0856
N: -3.71 -7.61 -0.08  0.0273
C: -4.26 -8.41 0.88  -0.1381
C: -5.41 -8.96 0.36  -0.1249
C: -5.55 -8.46 -0.96  -0.1271
C: -4.49 -7.64 -1.20  -0.1412
H: -2.87 -7.08 0.04  0.1172
H: -3.79 -8.52 1.84  0.1071
H: -6.07 -9.63 0.88  0.0809
H: -6.34 -8.69 -1.66  0.0809
H: -4.21 -7.06 -2.07  0.1028
N: 2.19 5.26 3.40  0.0189
C: 1.57 5.39 2.19  -0.1458
C: 2.29 6.27 1.43  -0.1175
C: 3.40 6.69 2.21  -0.1152
C: 3.31 6.05 3.42  -0.1477
H: 1.87 4.68 4.15  0.1417
H: 0.67 4.84 1.97  0.1078
H: 2.05 6.58 0.42  0.0833
H: 4.17 7.39 1.93  0.0832
H: 3.94 6.09 4.29  0.0905
N: 0.79 4.78 -1.87  0.0090
C: 1.75 5.31 -2.67  -0.1476
C: 1.15 5.77 -3.82  -0.1112
C: -0.24 5.50 -3.70  -0.1149
C: -0.43 4.89 -2.48  -0.1423
H: 0.95 4.36 -0.97  0.1268
H: 2.79 5.32 -2.36  0.0930
H: 1.65 6.24 -4.65  0.0874
H: -1.01 5.72 -4.41  0.0866
H: -1.33 4.53 -2.00  0.1038
N: 5.15 4.32 6.22  -0.0027
C: 4.24 3.35 5.89  -0.1552
C: 3.65 2.92 7.05  -0.1069
C: 4.22 3.66 8.12  -0.1118
C: 5.15 4.51 7.58  -0.1446
H: 5.74 4.81 5.57  0.1370
H: 4.09 3.06 4.87  0.1039
H: 2.89 2.16 7.12  0.0934
H: 3.99 3.57 9.17  0.0892
H: 5.80 5.24 8.04  0.1030
N: 1.52 -3.30 -4.51  0.0041
C: 2.82 -3.32 -4.92  -0.1480
C: 3.53 -4.08 -4.03  -0.1155
C: 2.62 -4.54 -3.05  -0.1076
C: 1.39 -4.05 -3.37  -0.1380
H: 0.77 -2.81 -4.97  0.1429
H: 3.13 -2.79 -5.81  0.1007
H: 4.59 -4.28 -4.09  0.0750
H: 2.85 -5.17 -2.20  0.0853
H: 0.43 -4.16 -2.89  0.1087
N: 6.02 -6.24 -2.06  0.0045
C: 5.85 -6.02 -0.72  -0.1426
C: 6.79 -5.11 -0.32  -0.1122
C: 7.55 -4.75 -1.47  -0.1163
C: 7.05 -5.47 -2.53  -0.1575
H: 5.47 -6.88 -2.61  0.1429
H: 5.08 -6.54 -0.16  0.1076
H: 6.91 -4.73 0.68  0.0884
H: 8.36 -4.05 -1.52  0.0865
H: 7.33 -5.50 -3.56  0.1023
N: 5.43 7.20 -2.09  0.0035
C: 5.38 8.56 -1.97  -0.1454
C: 5.32 9.10 -3.23  -0.1140
C: 5.32 8.01 -4.15  -0.1141
C: 5.39 6.86 -3.42  -0.1525
H: 5.48 6.55 -1.33  0.1407
H: 5.40 9.03 -1.00  0.1023
H: 5.27 10.15 -3.47  0.0875
H: 5.28 8.08 -5.22  0.0882
H: 5.41 5.83 -3.72  0.1062
N: -9.86 -0.57 -1.05  0.0203
C: -10.61 -1.22 -0.12  -0.1367
C: -11.72 -1.73 -0.75  -0.1241
C: -11.62 -1.37 -2.12  -0.1286
C: -10.46 -0.66 -2.27  -0.1474
H: -8.99 -0.10 -0.86  0.0996
H: -10.30 -1.27 0.91  0.1090
H: -12.51 -2.30 -0.28  0.0824
H: -12.32 -1.61 -2.90  0.0810
H: -10.01 -0.21 -3.14  0.1011

No. 2
Density functional theory data (ωB97M-V/def2-TZVPD) for the ion C5H10N with charge +1.

## Properties
- E_LUMO (Ha) = -0.14355
- HOMO level (eV) = -11.6690
- energy relative to the best compared isomer or geometry (same formula, charge and spin) (kJ/mol) = 519.7
- charge = +1

Each line ends with the Löwdin charge.
Geometry (Å):
C: 0.12 0.41 1.25  -0.2205
C: 0.08 -0.38 -0.14  -0.0115
C: -0.86 -1.35 -0.15  -0.0604
C: 0.55 1.76 1.84  0.0092
C: 1.38 2.52 0.97  -0.1710
N: -0.96 -2.10 -1.49  0.1633
H: -0.83 0.05 1.80  0.1218
H: 0.80 -0.25 1.86  0.1389
H: 0.66 -0.13 -0.93  0.0730
H: -1.49 -1.91 0.53  0.1337
H: 1.08 3.62 0.85  0.1325
H: 1.67 2.07 0.03  0.0593
H: 2.28 2.59 1.57  0.1009
H: -0.05 -2.00 -2.01  0.1887
H: -1.83 -1.81 -2.06  0.2089
H: -1.16 -3.05 -1.27  0.1333

No. 3
Density functional theory data (ωB97M-V/def2-TZVPD) for a structure of composition C48H52CoN7O5S2.

## Properties
- 2S+1 = 5
- ⟨S²⟩ = 6.01
- E_LUMO (spin up / spin down) (Ha) = 0.01886 / -0.02696
- HOMO level (spin up / spin down) (eV) = -7.3639 / -7.3736
- energy relative to the best compared isomer or geometry (same formula, charge and spin) (kJ/mol) = 0.0

Each line ends with the Löwdin charge.
Geometry (Å):
Co: -0.58 -0.24 -0.06  0.8640
C: 4.68 -1.01 1.07  -0.0465
O: 4.48 -1.57 2.37  -0.1045
C: 4.53 -0.70 3.43  -0.2485
C: 5.38 -1.04 4.47  -0.0023
C: 5.52 -0.23 5.58  -0.0811
C: 4.80 0.95 5.66  -0.0851
C: 3.93 1.29 4.64  -0.0116
C: 3.76 0.47 3.52  -0.1663
N: 2.87 0.90 2.52  0.1587
C: 1.81 0.21 1.96  -0.3388
N: 1.63 -1.03 2.43  0.1758
C: 0.59 -1.95 2.20  -0.1582
C: -0.38 -1.85 1.20  -0.0999
C: -1.36 -2.86 1.21  -0.1425
C: -1.37 -3.90 2.12  -0.0871
C: -0.37 -3.99 3.08  -0.0194
C: 0.60 -3.02 3.11  -0.2339
O: 1.60 -3.02 4.07  -0.1187
C: 2.47 -4.14 4.04  -0.0620
N: 1.04 0.77 1.08  0.1097
C: 1.29 2.13 0.77  -0.2296
C: 0.44 3.10 1.28  -0.0127
C: 0.60 4.44 0.96  -0.0749
C: 1.62 4.82 0.12  -0.0851
C: 2.50 3.87 -0.39  -0.0144
C: 2.35 2.53 -0.06  -0.2442
O: 3.19 1.54 -0.47  -0.0928
C: 4.22 1.89 -1.37  -0.0671
H: 5.10 -1.81 0.46  0.0947
H: 5.38 -0.18 1.11  0.1038
H: 3.74 -0.67 0.62  0.0673
H: 5.95 -1.96 4.37  0.1218
H: 6.20 -0.52 6.38  0.1037
H: 4.90 1.61 6.51  0.1036
H: 3.33 2.19 4.71  0.1197
H: 2.80 1.90 2.40  0.1434
H: 2.21 -1.32 3.20  0.1247
H: -2.14 -2.84 0.47  0.0682
H: -2.16 -4.64 2.08  0.0993
H: -0.37 -4.79 3.81  0.1154
H: 1.92 -5.07 4.14  0.0814
H: 3.15 -4.02 4.88  0.0910
H: 3.04 -4.15 3.10  0.0957
H: -0.37 2.77 1.92  0.1011
H: -0.09 5.18 1.36  0.1065
H: 1.76 5.86 -0.15  0.1051
H: 3.30 4.18 -1.04  0.1054
H: 4.94 2.58 -0.91  0.0969
H: 3.82 2.33 -2.29  0.0916
H: 4.72 0.96 -1.62  0.0934
O: -1.55 1.43 3.58  0.0446
C: -2.65 2.20 3.37  -0.2700
C: -3.13 2.93 4.46  -0.0181
C: -4.23 3.74 4.33  -0.0894
C: -4.89 3.84 3.10  -0.0969
C: -4.42 3.12 2.02  -0.0312
C: -3.30 2.29 2.13  -0.0762
C: -2.82 1.55 0.93  -0.4004
O: -1.73 0.86 1.09  -0.1645
N: -3.47 1.70 -0.18  0.0377
N: -2.91 0.94 -1.21  -0.1143
C: -3.26 1.32 -2.37  -0.9043
S: -4.27 2.74 -2.64  0.9230
C: -4.33 2.53 -4.44  -0.5323
C: -3.02 1.93 -4.89  -0.5186
S: -2.69 0.50 -3.82  0.9295
H: -1.36 0.98 2.72  0.0601
H: -2.60 2.83 5.40  0.1150
H: -4.59 4.29 5.18  0.1004
H: -5.76 4.47 3.00  0.0959
H: -4.91 3.18 1.06  0.1052
H: -4.50 3.52 -4.89  0.0747
H: -5.17 1.88 -4.70  0.0708
H: -2.20 2.64 -4.78  0.0616
H: -3.05 1.57 -5.92  0.0778
C: -3.15 -5.76 -2.61  -0.0699
C: -2.90 -4.58 -3.53  -0.2144
N: -2.16 -3.49 -2.92  -0.0859
C: -0.71 -3.47 -3.04  -0.2003
C: 0.00 -4.22 -1.91  -0.0583
C: -2.77 -2.52 -2.18  -0.4466
C: -4.28 -2.51 -2.18  -0.0028
N: -2.10 -1.63 -1.53  0.1006
H: -3.84 -6.47 -3.07  0.0746
H: -3.59 -5.43 -1.66  0.0684
H: -2.23 -6.30 -2.38  0.0605
H: -3.84 -4.20 -3.93  0.1047
H: -2.31 -4.91 -4.39  0.1162
H: -0.40 -2.43 -3.04  0.0846
H: -0.46 -3.91 -4.01  0.1164
H: -0.21 -3.75 -0.95  0.0506
H: 1.08 -4.21 -2.08  0.0730
H: -0.31 -5.27 -1.87  0.0605
H: -4.66 -2.31 -3.18  0.0833
H: -4.64 -1.73 -1.51  0.0858
H: -4.69 -3.47 -1.85  0.0756
H: -2.76 -0.99 -1.11  0.0122
C: 0.36 3.93 -3.89  -0.0884
C: -0.32 3.82 -2.65  -0.0755
C: -0.29 2.66 -1.94  -0.0571
C: 0.42 1.52 -2.42  -0.1876
C: 0.48 0.29 -1.71  -0.1168
C: 1.29 -0.71 -2.17  -0.1283
C: 2.00 -0.59 -3.38  -0.0795
C: 1.91 0.56 -4.11  -0.0457
C: 1.14 1.65 -3.64  -0.1795
C: 1.07 2.86 -4.36  -0.0453
H: 0.32 4.85 -4.45  0.1007
H: -0.87 4.67 -2.27  0.1104
H: -0.79 2.59 -0.99  0.0967
H: 1.38 -1.63 -1.60  0.0913
H: 2.61 -1.42 -3.73  0.1029
H: 2.44 0.66 -5.05  0.1094
H: 1.61 2.94 -5.30  0.1083

Number 1: calculated total energy -5869.30126 Ha. Number 2: calculated total energy -250.80736 Ha. Number 3: calculated total energy -4798.87633 Ha.